[1]
{"formula": "C2FN3O4", "method": "the ωB97M-V functional and the def2-TZVPD basis", "symbols": ["C", "C", "N", "N", "N", "O", "O", "O", "O", "F"], "coordinates": [[-0.03596, -0.08872, -1.43541], [0.09363, 0.12935, -0.01219], [-0.39017, -0.28508, -2.51935], [-1.18554, -0.16867, 0.71574], [1.42468, -0.27585, 0.50380], [-2.15448, -0.20184, -0.01428], [-1.09429, -0.39631, 1.87471], [1.33167, -1.47992, 0.46141], [2.22335, 0.48107, 0.83176], [-0.21290, 2.28597, -0.40618]], "forces_ev_per_angstrom": [[-0.74, 0.16, -0.08], [-0.71, 3.19, -3.48], [0.73, 0.12, 0.81], [-0.76, -0.09, -1.31], [-3.42, -0.43, -0.25], [0.71, 0.17, 0.87], [0.17, 0.00, 1.22], [0.85, -0.92, 0.27], [2.53, 1.41, 0.92], [0.64, -3.61, 1.03]], "lowdin_charge": [-0.13, 0.06, 0.27, -0.34, -0.37, 0.15, 0.17, 0.18, 0.26, -0.26], "multiplicity": 1, "relative_energy_kj_mol": 363.1, "homo_ev": [-12.72, -12.72], "homo_lumo_gap_ev": [8.39, 8.39]}

=====

[2]
{"formula": "C2H10B2N2", "method": "the ωB97M-V functional and the def2-TZVPD basis", "symbols": ["B", "B", "C", "C", "N", "N", "H", "H", "H", "H", "H", "H", "H", "H", "H", "H"], "coordinates": [[2.90539, -0.37688, -0.15834], [-3.06361, 0.31710, -0.49269], [0.66593, 0.28017, 0.79023], [-0.52471, -0.59566, 0.41744], [1.64305, 0.20307, -0.29059], [-1.45292, 0.29492, -0.17789], [3.43504, -0.70531, -1.09612], [3.32113, -0.37032, 0.99282], [-3.24781, 1.00114, -1.42431], [-3.98025, -0.14253, 0.02691], [1.25706, 0.20953, 1.73644], [0.17749, 1.32195, 0.87209], [-0.26850, -1.28851, -0.39123], [-1.00317, -1.05366, 1.27272], [1.10870, 0.05710, -1.17218], [-0.97283, 0.84790, -0.90530]], "forces_ev_per_angstrom": [[-0.90, 1.27, 1.98], [5.63, 0.48, 0.25], [0.62, 2.19, 0.80], [-0.12, -0.12, 0.66], [-1.09, -0.84, -0.94], [-6.06, 1.34, -2.63], [1.06, -0.61, -1.34], [0.06, -0.29, -0.70], [-0.07, 0.44, -0.32], [-0.23, -0.84, 0.95], [-0.89, -0.78, -0.55], [1.03, -1.23, -0.20], [0.41, -0.65, 0.80], [0.11, -0.51, 0.12], [1.15, 0.46, 0.60], [-0.70, -0.31, 0.53]], "lowdin_charge": [-0.15, 0.05, -0.22, -0.26, -0.04, -0.08, 0.00, 0.04, -0.01, -0.02, 0.11, 0.13, 0.12, 0.12, 0.11, 0.08], "multiplicity": 1, "relative_energy_kj_mol": 182.8, "homo_ev": -9.54, "homo_lumo_gap_ev": 10.14}

=====

[3]
{"formula": "C2H10F3IrN2", "method": "the ωB97M-V functional and the def2-TZVPD basis", "symbols": ["C", "Ir", "N", "N", "H", "H", "H", "H", "H", "H", "H", "H", "H", "H", "F", "C", "F", "F"], "coordinates": [[-1.60816, 0.12236, 1.91890], [0.18952, 0.00607, -0.13590], [1.51098, 0.86068, -1.47328], [-1.47397, 0.10035, -1.39617], [2.18316, 0.12538, -1.75908], [-1.04806, 0.86099, 1.39214], [-1.14151, 0.14692, 2.89560], [-1.43281, -0.92872, 1.48013], [-2.61380, 0.38605, 1.58000], [-1.32677, -0.56510, -2.16166], [-1.64403, 1.02304, -1.81294], [-2.36752, -0.18244, -0.97655], [1.05030, 1.23361, -2.29014], [2.00438, 1.64779, -0.98947], [1.69600, -2.26177, 0.23211], [1.61159, -0.98362, 0.80615], [1.54343, -1.17899, 2.16448], [2.86727, -0.41259, 0.52568]], "forces_ev_per_angstrom": [[-0.37, -2.38, -0.85], [-1.47, 2.44, 1.91], [2.43, 1.09, -1.61], [-1.57, -1.28, -1.43], [0.05, 0.76, 0.02], [1.00, 1.07, -0.77], [-1.04, 0.03, 0.59], [-0.09, 1.28, 0.69], [-0.29, 0.02, 1.36], [-0.41, 0.25, -0.21], [0.30, -0.26, 0.31], [0.27, 0.11, 0.01], [0.12, 0.34, -0.43], [-0.31, -0.90, -0.58], [0.01, 0.86, 0.50], [3.11, -3.61, 1.90], [0.05, 0.57, -1.95], [-1.79, -0.38, 0.53]], "lowdin_charge": [-0.12, 1.52, -0.13, -0.11, 0.09, -0.13, 0.05, 0.04, 0.05, 0.08, 0.08, 0.08, 0.06, 0.09, 0.00, -0.72, 0.06, 0.01], "multiplicity": 6, "total_charge": 1, "relative_energy_kj_mol": 72.9, "homo_ev": [-8.73, -16.10], "homo_lumo_gap_ev": [4.85, 8.07]}